A 2-piece molecular cluster, C5H13NO overall in a non-equilibrium geometry. Source: the Open Molecules 2025 dataset; level of theory: the ωB97M-V functional and the def2-TZVPD basis.

```
20
Properties=species:S:1:pos:R:3:forces:R:3
C -2.2787 -0.9387 -0.2773 0.26 0.18 -0.33
C -1.6226 0.1704 -0.5821 0.46 0.13 0.19
C -0.5987 0.3292 -1.6690 -0.57 -0.30 -0.12
C 0.8316 0.2206 -1.1787 0.29 -0.58 -0.84
N 1.1055 1.1682 -0.1343 -0.24 0.22 0.18
C 2.2756 0.9029 0.6762 0.23 -0.44 -0.37
H -2.1359 -1.8173 -0.8996 -0.24 -0.12 0.17
H -2.9284 -0.9535 0.5843 -0.13 -0.26 -0.03
H -1.7418 1.0321 0.0547 -0.26 0.25 0.21
H -0.6967 1.3147 -2.1357 -0.20 -0.17 -0.12
H -0.7764 -0.4702 -2.3996 0.14 0.33 -0.13
H 1.4502 0.4129 -2.0665 0.21 0.20 0.24
H 1.0554 -0.8375 -0.9480 -0.15 0.12 0.48
H 0.2862 1.2616 0.4461 0.05 0.05 0.13
H 2.8326 1.8042 0.8793 0.15 0.36 0.18
H 2.0612 0.3963 1.6159 -0.15 -0.04 0.22
H 2.9379 0.2360 0.1249 0.13 0.02 -0.05
O -1.0585 -1.3283 2.7593 0.72 -0.02 0.10
H -0.7795 -1.7158 1.9180 -0.18 0.15 0.08
H -0.2191 -1.1876 3.2322 -0.53 -0.07 -0.17
```
Positions in Å, forces in eV/Å.

Results
Energy relative to the best compared isomer or geometry (same formula, charge and spin): 170.0 kJ/mol
SMILES string: C=CCCNC.O
Kohn-Sham gap: 0.3531 Ha
Calculated total energy: -8932.2488 eV

A 5-piece molecular cluster, C30H73NO13P2 overall. Source: the Open Molecules 2025 dataset; level of theory: the ωB97M-V functional and the def2-TZVPD basis.

```
119
Properties=species:S:1:pos:R:3:forces:R:3
C 3.6635 -7.9738 -5.7448 0.16 -0.01 -0.05
P 3.3477 -7.6031 -3.9515 -0.05 -0.06 0.09
O 2.5878 -8.9969 -3.4287 0.04 -0.18 -0.13
P 1.6949 -6.2122 -4.2585 0.07 0.25 -0.05
C 0.4455 -6.8371 -5.4649 -0.11 -0.11 -0.04
C -0.2689 -8.1887 -5.2926 -0.04 -0.02 0.14
C 0.2498 -9.3424 -6.1747 0.10 -0.02 -0.07
C 0.8612 -10.5484 -5.4361 -0.11 -0.08 0.11
C 0.0566 -11.8280 -5.6603 -0.07 -0.08 -0.03
N 0.5475 -13.0284 -4.9888 0.22 0.10 0.15
H 3.0720 -7.3775 -6.4381 0.01 0.01 0.01
H 3.4383 -9.0263 -5.9324 0.00 0.06 0.02
H 4.7196 -7.8038 -5.9568 -0.04 -0.03 -0.05
H 3.1040 -9.7918 -3.6251 -0.04 0.21 0.14
H 0.9925 -6.4596 -3.0622 0.06 -0.07 0.12
H 0.8989 -6.7616 -6.4578 -0.06 0.01 0.01
H -0.2977 -6.0330 -5.4310 0.04 0.00 -0.06
H -0.2395 -8.4880 -4.2410 0.00 0.02 -0.05
H -1.3226 -8.0221 -5.5299 0.02 -0.03 0.03
H -0.5887 -9.7118 -6.7734 0.06 0.02 -0.04
H 0.9705 -8.9515 -6.8990 -0.04 0.01 0.04
H 0.9048 -10.3471 -4.3617 0.00 -0.01 -0.13
H 1.8938 -10.7220 -5.7633 -0.06 -0.02 0.02
H -0.9717 -11.6639 -5.3215 0.02 0.01 -0.09
H 0.0030 -12.0463 -6.7319 -0.03 0.04 0.04
H 0.5399 -12.8918 -3.9826 -0.06 -0.02 -0.05
H 1.5200 -13.1921 -5.2324 -0.08 -0.04 -0.06
C 1.7896 -2.1977 -4.6115 -0.08 0.00 -0.02
O 0.6518 -1.8269 -3.8608 0.09 0.09 0.11
C 0.4792 -2.6100 -2.6952 0.01 -0.05 -0.05
C -0.2163 -1.8262 -1.6055 -0.02 -0.07 -0.04
O 0.6143 -0.8658 -0.9745 -0.01 0.03 0.08
C 0.8503 0.3589 -1.6483 0.00 0.05 -0.03
C -0.3057 1.3314 -1.5926 0.01 0.10 0.02
O -1.3332 0.9592 -2.4877 0.01 -0.18 0.08
C -2.5849 1.5037 -2.1389 -0.03 0.12 -0.05
H 1.6935 -3.2074 -5.0211 0.01 0.00 0.00
H 1.8875 -1.4820 -5.4260 -0.02 -0.01 -0.01
H 2.6949 -2.1624 -3.9939 0.01 0.00 -0.01
H 1.4524 -2.9530 -2.3214 0.00 0.01 0.01
H -0.1254 -3.4997 -2.9242 0.05 -0.02 -0.02
H -0.4707 -2.5379 -0.8159 -0.06 0.03 0.00
H -1.1396 -1.3786 -1.9798 0.06 0.04 -0.05
H 1.1611 0.1952 -2.6825 -0.07 -0.02 -0.01
H 1.6791 0.8200 -1.1046 0.03 -0.02 -0.05
H 0.0737 2.3312 -1.8510 -0.05 0.03 0.02
H -0.6918 1.3737 -0.5657 0.00 -0.03 0.00
H -2.8700 1.2282 -1.1170 0.00 -0.01 0.00
H -3.3182 1.1006 -2.8355 0.00 0.01 -0.01
H -2.5885 2.5981 -2.2061 0.02 -0.01 0.02
C 7.1097 -4.4185 3.2346 0.04 0.00 0.09
O 6.4170 -3.2196 2.9863 -0.10 -0.02 -0.16
C 7.1954 -2.2573 2.3030 0.09 0.01 0.03
C 6.3200 -1.2734 1.5608 0.03 0.03 0.05
O 5.7343 -1.8003 0.3840 0.01 0.00 -0.02
C 4.5485 -2.5654 0.5376 -0.06 -0.03 0.02
C 3.2973 -1.7367 0.7077 -0.07 -0.02 -0.03
O 3.2089 -1.2009 2.0162 0.20 0.08 -0.05
C 2.4148 -0.0396 2.0722 -0.12 -0.02 0.03
H 7.9499 -4.2699 3.9240 0.00 0.03 -0.01
H 6.4044 -5.1130 3.6871 0.01 0.00 0.01
H 7.4974 -4.8548 2.3067 -0.02 0.00 -0.01
H 7.8678 -2.7497 1.5891 -0.03 -0.01 -0.02
H 7.8132 -1.6970 3.0201 0.04 -0.04 0.00
H 6.9707 -0.4648 1.2187 -0.04 0.04 0.04
H 5.5668 -0.8557 2.2328 -0.03 -0.05 -0.01
H 4.6408 -3.2860 1.3535 0.02 0.04 0.03
H 4.4455 -3.1138 -0.4017 0.01 -0.05 0.03
H 2.4232 -2.3690 0.5068 -0.03 0.04 -0.03
H 3.2934 -0.9289 -0.0339 0.02 0.00 0.00
H 2.8025 0.7377 1.4013 0.01 -0.01 0.01
H 2.4480 0.3286 3.0962 -0.01 -0.01 0.00
H 1.3742 -0.2433 1.7945 0.01 -0.02 -0.02
C -3.8239 6.8681 -3.8665 -0.07 0.04 -0.07
O -4.4053 6.6197 -2.6089 0.14 -0.05 0.12
C -4.8826 5.2974 -2.4690 -0.05 -0.03 -0.07
C -4.9643 4.8934 -1.0145 -0.05 0.00 -0.03
O -3.7093 4.6131 -0.4175 0.02 -0.07 0.00
C -2.8914 5.7091 -0.0437 0.05 0.04 0.02
C -3.3351 6.4149 1.2173 0.02 0.05 0.07
O -4.4511 7.2491 0.9711 -0.08 -0.14 -0.08
C -5.2570 7.4537 2.1072 0.02 0.06 0.01
H -4.5593 6.8002 -4.6771 -0.02 -0.01 0.02
H -3.4205 7.8786 -3.8430 -0.01 0.00 -0.01
H -3.0120 6.1620 -4.0771 0.00 0.00 0.02
H -4.2251 4.5968 -3.0004 0.02 0.00 0.02
H -5.8884 5.2128 -2.9056 0.02 -0.01 -0.06
H -5.5077 3.9462 -0.9793 -0.03 0.03 0.05
H -5.5254 5.6364 -0.4433 0.06 0.05 -0.03
H -2.7820 6.4277 -0.8591 -0.07 0.00 0.01
H -1.9141 5.2673 0.1642 0.02 0.02 -0.05
H -2.4948 7.0202 1.5863 -0.01 -0.03 0.06
H -3.5792 5.6666 1.9825 0.00 -0.01 -0.02
H -5.6031 6.5007 2.5256 0.00 0.00 0.00
H -6.1198 8.0368 1.7910 0.01 0.01 0.01
H -4.7268 8.0048 2.8923 0.00 0.00 0.00
C -1.8852 8.5463 4.4206 -0.04 0.04 -0.02
O -2.5116 8.1495 5.6172 0.14 -0.07 0.10
C -3.0504 6.8417 5.5654 -0.03 0.01 -0.08
C -3.0791 6.2108 6.9386 -0.07 0.01 -0.03
O -1.8077 5.7937 7.4044 0.01 -0.01 0.00
C -0.9747 6.7782 7.9937 0.03 0.04 0.03
C -1.3182 7.0961 9.4310 0.06 0.00 0.08
O -2.4700 7.9124 9.5105 -0.08 -0.13 -0.12
C -3.1129 7.8398 10.7602 0.03 0.07 0.07
H -2.5994 8.6343 3.5939 0.00 0.00 0.00
H -1.4342 9.5207 4.5984 -0.01 0.00 -0.01
H -1.1010 7.8375 4.1288 0.00 0.00 0.00
H -2.4557 6.2115 4.8919 0.01 0.00 0.02
H -4.0799 6.8784 5.1808 0.02 -0.02 -0.06
H -3.6673 5.2937 6.8571 -0.04 0.03 0.05
H -3.5704 6.8782 7.6501 0.06 0.03 0.00
H -0.9551 7.6953 7.4005 -0.05 -0.01 0.00
H 0.0249 6.3385 7.9916 0.02 0.05 -0.04
H -0.4603 7.6132 9.8847 -0.02 -0.01 0.05
H -1.4771 6.1589 9.9795 -0.02 -0.01 -0.03
H -3.3839 6.8073 11.0097 -0.01 0.00 -0.02
H -4.0182 8.4402 10.6950 0.01 0.00 0.01
H -2.4841 8.2361 11.5667 0.02 0.00 -0.02
```
Positions in Å, forces in eV/Å.

Results
SMILES string: CP(O)#[PH]CCCCCN.COCCOCCOC.COCCOCCOC.COCCOCCOC.COCCOCCOC
Kohn-Sham gap: 0.3375 Ha
Calculated total energy: -78972.0102 eV

A 2-piece molecular cluster, C6H16FN3O2 overall in a non-equilibrium geometry. Source: the Open Molecules 2025 dataset; level of theory: the ωB97M-V functional and the def2-TZVPD basis.

```
28
Properties=species:S:1:pos:R:3:forces:R:3
N 0.0481 -2.3378 1.0335 0.65 1.85 1.42
C 0.4907 -1.0371 1.5031 -0.91 1.34 -0.24
N -0.3480 0.0367 1.8690 1.80 -2.25 -2.34
C -1.6589 0.0287 1.1619 -2.28 0.81 -0.16
C -2.8861 -0.4629 2.0532 0.75 0.57 0.23
O -3.1929 -1.8586 1.9195 0.09 0.29 0.02
N 1.8078 -0.9307 1.6135 -0.96 -1.37 -0.16
F 2.4040 0.1812 2.0712 -0.32 0.00 -0.03
H -0.5627 -2.2350 0.2163 0.28 0.13 0.21
H -0.4400 -2.7453 1.8399 0.06 -0.19 -0.55
H 0.1392 0.9031 1.6093 -0.05 -0.19 0.57
H -1.6196 -0.4798 0.1447 0.13 0.77 1.15
H -1.8881 1.1146 0.9229 0.51 -1.35 0.18
H -3.7996 0.1499 1.7881 0.98 -0.89 0.03
H -2.6800 -0.2512 3.1517 -0.07 -0.16 -1.26
H -2.5002 -2.3380 1.4472 -0.29 0.44 0.04
H 2.4437 -1.7005 1.3754 -0.29 0.59 0.06
C 0.8775 1.5671 -3.5046 0.51 0.68 -0.20
C 0.7490 1.4000 -1.9789 0.58 -1.51 -0.87
C 2.0977 0.9026 -1.4188 0.67 0.66 -0.15
O -0.1893 0.4621 -1.7327 -1.09 -0.24 1.43
H 1.1327 0.6263 -4.0023 -0.09 -0.06 0.25
H -0.0533 1.9391 -3.9417 -0.01 -0.10 0.18
H 1.6665 2.2918 -3.7501 -0.01 0.03 -0.11
H 0.6118 2.4246 -1.5714 -0.35 0.10 0.27
H 2.3931 -0.0602 -1.8493 -0.28 0.02 -0.06
H 2.0570 0.7890 -0.3292 -0.13 0.08 -0.05
H 2.9000 1.6203 -1.6414 0.12 -0.05 0.12
```
Positions in Å, forces in eV/Å.

Results
Kohn-Sham gap: 0.1908 Ha
Calculated total energy: -17757.8683 eV